Entry 1:
{"formula": "C5H10N2O", "method": "ωB97M-V with the def2-TZVPD basis set", "orbital_gap_ev": 9.17, "charge": 0, "relative_energy_kcal_mol": 151.80, "spin_multiplicity": 1, "elements": ["C", "C", "C", "C", "C", "H", "H", "H", "H", "H", "H", "H", "H", "H", "H", "N", "N", "O"], "positions_angstrom": [[2.4939, -0.2126, -0.1866], [1.0451, -0.1019, -0.3307], [0.2441, -0.9611, 0.7308], [-1.8361, 0.6417, -0.2532], [-0.5240, 1.4321, 0.3650], [2.9558, -0.1682, 0.7987], [3.1643, -1.0690, -0.7570], [2.6070, 0.8857, -0.7490], [0.9595, -0.2291, -1.3935], [-0.1834, -0.2654, 1.5805], [0.8994, -1.9461, 1.2733], [-0.8236, -2.3437, -0.5173], [-3.0714, 1.2519, -0.2962], [-0.8683, 2.4739, 0.1343], [-0.6407, 1.5518, 1.4511], [-0.9613, -1.4884, -0.0160], [-1.8736, -0.5907, -0.3691], [0.7885, 1.2028, -0.0977]], "forces_ev_per_angstrom": [[4.3816, 1.3215, -2.7159], [0.5161, -3.1864, 2.0658], [-0.0187, -2.0372, 0.0080], [-0.6047, 2.9413, 1.8933], [-3.4791, 2.9276, -0.7144], [-0.4787, 0.2814, 0.2244], [-2.2962, 2.1054, 1.0471], [1.4766, -2.7895, 1.3023], [-1.4891, -1.2667, -0.6065], [1.2771, -1.8988, -1.6057], [-2.0062, 3.0816, -1.8935], [-0.6708, 0.0792, -0.4294], [4.3893, -1.6395, -0.1893], [1.0759, -0.4860, -0.5467], [0.4522, -0.8249, 0.0682], [1.9326, 0.8739, 2.5160], [-1.9365, -2.6034, -1.5660], [-2.5213, 3.1205, 1.1423]], "lowdin_charge": [-0.083, -0.517, -0.086, -0.139, -0.211, 0.063, 0.134, 0.151, 0.140, 0.132, 0.189, 0.115, 0.186, 0.107, 0.098, -0.086, -0.070, -0.125]}


Entry 2:
{"formula": "C5H10N2O", "method": "ωB97M-V with the def2-TZVPD basis set", "orbital_gap_ev": 9.34, "charge": 0, "relative_energy_kcal_mol": 35.43, "smiles": "Cc1c[nH]cn1.CO", "spin_multiplicity": 1, "elements": ["C", "C", "C", "N", "C", "N", "H", "H", "H", "H", "H", "H", "C", "O", "H", "H", "H", "H"], "positions_angstrom": [[-0.6237, 0.4501, -2.7487], [0.1004, 0.2969, -1.4585], [0.8194, -0.7984, -1.0365], [1.4535, -0.4039, 0.1060], [1.0413, 0.8569, 0.4122], [0.2879, 1.2936, -0.5591], [-0.1573, -0.0855, -3.5752], [-0.7943, 1.4760, -3.0632], [-1.5995, -0.0305, -2.6364], [0.9406, -1.8279, -1.3329], [1.8863, -1.1204, 0.6626], [1.3400, 1.4276, 1.2654], [-1.0651, -0.4135, 2.1573], [-0.4015, 0.4067, 3.0935], [-0.5633, -1.1328, 1.5100], [-1.6138, 0.2225, 1.4757], [-1.5851, -1.1658, 2.7576], [0.5342, 0.5484, 2.9702]], "forces_ev_per_angstrom": [[-0.8853, -0.4958, -0.0730], [1.1017, -0.6702, -0.3793], [-0.1181, 0.1904, -0.0361], [-0.0711, -0.6839, 0.6455], [0.2829, -0.5440, -1.1274], [-0.6778, 1.2607, 0.2625], [0.3011, 0.0564, 0.1292], [0.1508, 0.1041, 0.2750], [-0.1941, 0.2006, -0.1278], [-0.1037, 0.1631, -0.4547], [0.2798, 0.4639, 0.4634], [0.2351, 0.0766, 0.1594], [-0.1427, -0.9595, 0.1691], [0.2333, 0.0325, 0.5271], [1.3007, 0.5170, -0.0509], [-0.7713, -0.1375, 0.1230], [-1.0521, 0.6831, -0.0691], [0.1307, -0.2574, -0.4361]], "lowdin_charge": [-0.048, -0.357, -0.076, 0.030, -0.220, 0.099, 0.073, 0.075, 0.074, 0.115, 0.145, 0.113, -0.179, -0.111, 0.059, 0.080, 0.082, 0.047]}


Entry 3:
{"formula": "C5H10N2O", "method": "ωB97M-V with the def2-TZVPD basis set", "orbital_gap_ev": 8.81, "charge": 0, "relative_energy_kcal_mol": 73.82, "smiles": "CC1(C(=O)NN)CC1", "spin_multiplicity": 1, "elements": ["C", "C", "C", "O", "N", "N", "C", "C", "H", "H", "H", "H", "H", "H", "H", "H", "H", "H"], "positions_angstrom": [[1.5309, -0.9557, -1.2256], [0.4304, -0.2285, -0.4887], [0.7721, 0.3872, 0.8074], [1.9199, 0.7083, 1.1203], [-0.2709, 0.9073, 1.5985], [-1.2958, 0.2009, 2.2384], [-0.9665, -0.5860, -0.9514], [-0.6839, 0.8317, -1.2645], [1.5122, -0.7462, -2.3015], [2.5214, -0.6715, -0.8618], [1.4352, -2.0379, -1.0819], [-0.0244, 1.7958, 2.0265], [-1.3309, 0.5297, 3.2069], [-1.1389, -0.8042, 2.2849], [-1.0147, -1.2482, -1.8152], [-1.7509, -0.7948, -0.2342], [-0.3190, 1.1300, -2.2382], [-1.3262, 1.5820, -0.8198]], "forces_ev_per_angstrom": [[0.4458, 0.4727, -0.2389], [-1.6715, 0.8690, -0.7187], [0.3148, 1.0514, 1.2993], [-0.8457, -0.4590, -0.8051], [1.2657, 0.7285, -0.8496], [-1.6878, -0.4369, 0.7038], [-0.3553, -0.0711, -0.0558], [1.3922, -1.2193, -0.1668], [-0.1170, -0.0930, 0.1493], [-0.1952, 0.1274, 0.0144], [-0.1508, 0.1523, -0.0473], [0.1006, -0.7290, 0.2330], [0.0857, -0.3214, -0.3729], [0.4736, 0.3039, -0.1139], [0.2614, -0.1606, 0.3236], [0.0133, 0.1627, 0.0931], [-0.0883, -0.3856, -0.1967], [0.7587, 0.0080, 0.7493]], "lowdin_charge": [-0.040, -0.303, -0.431, 0.053, -0.061, 0.004, -0.149, -0.016, 0.087, 0.077, 0.087, 0.140, 0.083, 0.082, 0.110, 0.094, 0.088, 0.095]}


Entry 4:
{"formula": "C5H10N2O", "method": "ωB97M-V with the def2-TZVPD basis set", "orbital_gap_ev": 9.55, "charge": 0, "relative_energy_kcal_mol": 47.46, "smiles": "C=C[C@H](O)C/N=C\\N", "spin_multiplicity": 1, "elements": ["C", "C", "C", "O", "C", "N", "C", "N", "H", "H", "H", "H", "H", "H", "H", "H", "H", "H"], "positions_angstrom": [[1.7349, 0.2266, -1.5845], [0.4962, 0.6582, -1.4003], [-0.7464, -0.2484, -1.1581], [-1.7840, -0.0578, -2.0958], [-1.1965, 0.1177, 0.2737], [-0.0458, 0.7017, 0.9345], [0.5726, 0.1689, 1.9015], [0.3350, -1.0093, 2.5447], [2.0224, -0.7929, -1.3724], [2.5178, 0.8866, -1.9244], [0.2278, 1.6877, -1.5946], [-0.4531, -1.3006, -1.2174], [-1.8806, 0.8873, -2.2713], [-1.9435, 0.9185, 0.2042], [-1.6430, -0.7566, 0.7737], [1.4463, 0.6971, 2.2629], [0.8249, -1.2402, 3.3942], [-0.4851, -1.5445, 2.3296]], "forces_ev_per_angstrom": [[-0.2081, 0.1169, -0.0550], [-0.8319, -1.1745, -1.4781], [1.2175, 0.9674, 0.8113], [0.1027, 0.0218, -0.2543], [0.1737, -0.1492, 0.3072], [-0.2604, 0.1630, 0.6605], [-0.1790, 0.2262, -0.2619], [-0.0139, -0.4526, 0.1945], [-0.0744, -0.2024, -0.1467], [0.1201, 0.1591, 0.1857], [0.1099, 0.2592, 0.0522], [-0.0322, 0.1522, -0.0403], [0.0356, -0.1469, 0.0829], [-0.0664, -0.2919, -0.0112], [-0.1098, 0.2110, -0.0719], [0.1660, 0.0526, 0.1926], [-0.0954, 0.1241, -0.2297], [-0.0539, -0.0361, 0.0619]], "lowdin_charge": [-0.005, -0.152, -0.365, -0.033, -0.181, -0.005, -0.294, 0.094, 0.055, 0.048, 0.105, 0.143, 0.091, 0.119, 0.103, 0.116, 0.087, 0.074]}


Entry 5:
{"formula": "C5H10N2O", "method": "ωB97M-V with the def2-TZVPD basis set", "orbital_gap_ev": 8.82, "charge": 0, "relative_energy_kcal_mol": 86.76, "smiles": "C=C=N[C@](C)(N)CO", "spin_multiplicity": 1, "elements": ["C", "C", "N", "C", "C", "N", "C", "O", "H", "H", "H", "H", "H", "H", "H", "H", "H", "H"], "positions_angstrom": [[-2.4418, -1.4413, -0.5100], [-1.5555, -0.4857, -0.4974], [-0.8626, 0.4727, -0.8803], [0.3641, 0.6221, -0.1902], [0.3107, 1.7567, 0.8210], [1.4365, 0.6877, -1.1069], [0.5597, -0.8616, 0.8167], [0.9458, -1.9386, 0.0144], [-2.2608, -2.4835, -0.3148], [-3.4670, -1.2608, -0.7947], [1.2517, 1.8327, 1.3659], [-0.4966, 1.5902, 1.5290], [0.1265, 2.6956, 0.2956], [1.1622, 0.9475, -2.0450], [2.2660, 1.1636, -0.7779], [-0.2265, -1.1870, 1.4967], [1.3825, -0.5312, 1.4670], [1.5048, -1.5790, -0.6891]], "forces_ev_per_angstrom": [[-0.7650, -0.5691, 0.3737], [-0.6113, 1.4198, -2.6744], [-0.7494, -2.5664, -0.2401], [0.0642, -1.3189, 4.2620], [0.2040, 0.1477, -0.3201], [0.4944, -0.5477, -0.4947], [1.9359, 2.4573, -1.0526], [-0.4128, -0.0703, -0.0799], [0.7256, -0.1014, -0.3648], [-0.2754, 0.6269, 0.7362], [0.0246, 0.0567, 0.0440], [-0.0547, -0.0338, 0.0952], [0.0068, 0.0786, 0.0559], [0.0157, 0.0261, 0.1730], [-0.2508, 0.0759, -0.0622], [-0.5528, 0.3876, -0.4850], [0.1659, -0.2006, 0.0579], [0.0351, 0.1317, -0.0241]], "lowdin_charge": [0.017, -0.174, 0.136, -0.575, -0.046, 0.092, -0.191, -0.076, 0.061, 0.060, 0.074, 0.082, 0.081, 0.092, 0.092, 0.107, 0.093, 0.075]}


Entry 6:
{"formula": "C5H10N2O", "method": "ωB97M-V with the def2-TZVPD basis set", "orbital_gap_ev": 9.54, "charge": 0, "relative_energy_kcal_mol": 87.73, "smiles": "CN1ON=CC1(C)C", "spin_multiplicity": 1, "elements": ["C", "N", "O", "N", "C", "C", "C", "C", "H", "H", "H", "H", "H", "H", "H", "H", "H", "H"], "positions_angstrom": [[-1.6794, -0.7231, -1.1210], [-0.2620, -0.9061, -1.0404], [-0.0206, -2.4909, -0.8823], [0.8635, -2.6604, 0.0547], [1.2366, -1.5856, 0.5960], [0.5306, -0.3496, 0.0465], [1.5367, 0.6349, -0.5622], [-0.2463, 0.3333, 1.1827], [-2.0403, -1.4225, -1.8755], [-2.2246, -0.8858, -0.1849], [-1.8666, 0.2924, -1.4742], [1.9559, -1.5695, 1.3892], [0.9937, 1.3898, -1.1255], [2.2127, 0.1187, -1.2388], [2.1065, 1.1267, 0.2231], [-0.6686, 1.2729, 0.8370], [0.4230, 0.5330, 2.0145], [-1.0491, -0.3003, 1.5497]], "forces_ev_per_angstrom": [[-0.2377, -0.2446, 0.1988], [0.9808, -1.7481, -0.1905], [-1.4185, 1.7728, -1.0020], [0.8826, -0.5457, 0.8310], [-0.4463, 0.5512, -0.3833], [0.2732, 0.1679, 0.3626], [-0.1192, -0.1490, 0.1318], [-0.1056, -0.2424, -0.2920], [-0.1018, 0.1372, 0.0356], [-0.0259, -0.0429, -0.0353], [-0.0066, 0.0058, -0.0050], [0.2191, -0.0563, 0.2361], [-0.0172, 0.1393, -0.0515], [0.0269, -0.0165, -0.0452], [0.1356, 0.0695, 0.0508], [-0.0825, 0.1606, 0.0303], [0.1049, 0.0928, 0.0560], [-0.0618, -0.0517, 0.0717]], "lowdin_charge": [-0.088, -0.043, -0.067, 0.015, -0.086, -0.544, -0.030, -0.038, 0.091, 0.080, 0.096, 0.119, 0.082, 0.086, 0.081, 0.085, 0.084, 0.079]}


Entry 7:
{"formula": "C5H10N2O", "method": "ωB97M-V with the def2-TZVPD basis set", "orbital_gap_ev": 5.97, "charge": 0, "relative_energy_kcal_mol": 200.41, "spin_multiplicity": 1, "elements": ["N", "C", "C", "C", "C", "C", "N", "O", "H", "H", "H", "H", "H", "H", "H", "H", "H", "H"], "positions_angstrom": [[0.5509, -0.2166, 1.2572], [-0.3363, 0.5733, 0.5953], [-0.4184, 0.3732, -0.9743], [2.7098, 0.1975, -0.0860], [3.8689, -0.3276, -0.5036], [-1.6245, 0.0109, -0.1919], [-2.6185, 0.9189, -0.1873], [-2.0357, -1.3069, 0.0379], [0.2561, -1.1876, 1.1106], [1.6641, -0.1635, 0.5614], [-0.4029, 1.6206, 0.8596], [-0.6338, 1.3025, -1.4820], [0.1261, -0.4248, -1.4552], [2.6383, 1.2940, -0.1419], [4.4288, -1.1482, -0.0777], [4.0681, 0.0358, -1.5161], [-3.1203, 1.0082, 0.6938], [-2.9922, -1.2085, 0.0151]], "forces_ev_per_angstrom": [[-4.0262, 0.5874, 1.1181], [4.5645, 0.4922, 0.0297], [-2.0962, -0.8826, 1.0932], [-0.3166, 0.0944, 1.3548], [-1.3421, 0.0044, -0.3902], [-4.1092, -0.1526, -2.7112], [1.4590, 0.9405, 0.5974], [1.5778, -0.0319, 0.3975], [0.7050, -0.1631, -0.4951], [3.3178, 0.2275, -0.5240], [0.0054, -0.0182, 0.2023], [0.3392, 0.0549, 0.0269], [0.3796, 0.0770, 0.3006], [-0.8743, -0.2478, -1.2177], [-0.5197, -0.6418, -0.4233], [1.3835, 0.5606, 0.5837], [-0.3331, -0.7440, -0.0727], [-0.1143, -0.1568, 0.1301]], "lowdin_charge": [0.074, -0.247, 0.004, -0.062, -0.061, -0.643, 0.102, 0.039, 0.096, 0.007, 0.133, 0.122, 0.117, 0.071, 0.045, 0.056, 0.047, 0.099]}